(1)
# C4H3NO4

A cluster of 2 separate species, C4H3NO4 in total at a distorted geometry (ωB97M-V/def2-TZVPD, OMol25).

The geometry in XYZ format:
```
12
Properties=species:S:1:pos:R:3
C -1.706 -0.026 0.067
C 0.145 1.159 -0.066
C 1.878 -0.415 0.216
C -0.367 -0.009 0.041
H -1.956 -1.820 -0.980
H 2.879 -0.747 -0.462
H 2.366 -0.507 1.253
N -2.082 1.292 0.126
O -2.487 -1.075 0.137
O -0.807 2.042 -0.096
O 1.491 1.078 -0.032
O 0.645 -0.971 -0.204
```

The LUMO energy comes out at -1.32 eV. The HOMO-LUMO gap is 7.373 eV. The total energy comes out at -509.6621 a.u. As for the largest force on an atom: 6.175 eV/A. Its total charge is 0. As for the relative energy (zero: lowest compared OMol25 entry of this formula, charge and spin): 167.5 kcal/mol. Its spin multiplicity is 1.

These are the Mulliken partial charges, in e, on atoms 1 to 8:
1 C -0.0826
2 C 0.7432
3 C 0.0091
4 C 0.6034
5 H 0.4321
6 H 0.1827
7 H 0.2097
8 N -0.4020



(2)
# C42H39GeN12Na

A structure of composition C42H39GeN12Na (ωB97M-V/def2-TZVPD, OMol25).

The geometry in XYZ format:
```
95
Properties=species:S:1:pos:R:3
Na -1.096 1.235 0.709
C -3.677 -4.365 3.212
C -2.782 -4.135 4.257
C -2.018 -2.971 4.298
C -2.186 -2.044 3.287
C -1.491 -0.751 2.980
N -0.470 -0.346 3.678
C 0.368 0.728 3.337
C 1.351 1.303 4.209
C 1.739 1.040 5.529
C 2.722 1.813 6.108
C 3.332 2.867 5.384
C 2.971 3.141 4.085
C 1.979 2.356 3.469
C 1.374 2.343 2.184
N 1.512 3.309 1.207
C 0.978 3.355 0.042
N 0.240 2.336 -0.661
C -0.488 2.923 -1.755
N -1.454 2.438 -2.442
C -2.200 1.298 -2.181
N -2.242 0.676 -0.973
C -3.179 -0.274 -0.948
N -3.473 -1.151 0.108
C -2.930 -1.125 1.288
N -2.060 -0.238 1.853
C -3.083 -2.272 2.242
C -3.827 -3.435 2.185
C -3.806 -0.313 -2.235
C -4.822 -1.103 -2.790
C -5.221 -0.873 -4.088
C -4.619 0.153 -4.859
C -3.615 0.937 -4.341
C -3.185 0.715 -3.020
C 0.064 4.282 -1.902
C -0.187 5.254 -2.858
C 0.450 6.484 -2.740
C 1.298 6.746 -1.662
C 1.527 5.783 -0.687
C 0.921 4.543 -0.823
N 0.438 1.350 2.161
H -4.248 -5.286 3.194
H -2.672 -4.881 5.037
H -1.296 -2.788 5.085
H 1.260 0.236 6.078
H 3.036 1.619 7.129
H 4.096 3.466 5.867
H 3.441 3.949 3.535
H -4.494 -3.610 1.349
H -5.279 -1.883 -2.192
H -6.004 -1.480 -4.531
H -4.959 0.318 -5.877
H -3.156 1.719 -4.936
H -0.867 5.041 -3.674
H 0.281 7.253 -3.486
H 1.777 7.715 -1.585
H 2.171 5.975 0.162
C 0.989 -2.625 1.329
N 0.638 -2.335 -0.062
C -0.611 -3.030 -0.386
N -0.489 -4.486 -0.199
C -0.115 -4.723 1.199
N 1.150 -4.072 1.559
C 2.187 -4.560 0.654
N 1.879 -4.313 -0.761
C 1.687 -2.859 -0.922
C 0.595 -4.963 -1.051
H 0.213 -2.240 1.988
H 1.924 -2.117 1.576
H -0.881 -2.820 -1.423
H -1.409 -2.658 0.250
H -0.014 -5.801 1.359
H -0.908 -4.342 1.847
H 2.309 -5.638 0.801
H 3.130 -4.064 0.899
H 1.429 -2.657 -1.965
H 2.628 -2.356 -0.689
H 0.711 -6.042 -0.911
H 0.334 -4.770 -2.095
C 3.542 2.969 -2.054
Ge 2.363 1.449 -2.438
C 3.522 -0.135 -2.580
C 1.503 1.727 -4.176
C 1.025 1.143 -1.017
H 4.459 2.877 -2.642
H 3.801 2.997 -0.995
H 3.055 3.911 -2.306
H 4.327 0.067 -3.289
H 2.970 -1.007 -2.928
H 3.969 -0.373 -1.613
H 2.246 1.728 -4.977
H 0.969 2.677 -4.182
H 0.775 0.937 -4.369
H 1.513 0.779 -0.110
H 0.339 0.349 -1.326
```

The LUMO energy comes out at 3.95 eV. The HOMO-LUMO gap is 4.139 eV. The total energy comes out at -4520.3138 a.u. As for the largest force on an atom: 0.603 eV/A. Its total charge is -2. As for the relative energy (zero: lowest compared OMol25 entry of this formula, charge and spin): 11.0 kcal/mol. Its spin multiplicity is 1.

These are the Mulliken partial charges, in e, on atoms 1 to 8:
1 Na 2.0387
2 C -0.6535
3 C -0.6567
4 C -0.0760
5 C 0.5348
6 C -0.5703
7 N -0.4271
8 C -0.8904



(3)
# C41H42ClLaN6Sb

A structure of composition C41H42ClLaN6Sb at a distorted geometry (ωB97M-V/def2-TZVPD, OMol25).

The geometry in XYZ format:
```
92
Properties=species:S:1:pos:R:3
La -0.867 -0.388 0.681
C -2.404 2.536 2.832
C -2.848 1.215 3.383
C -3.287 1.236 4.700
C -3.600 -0.018 5.246
C -3.510 -1.179 4.509
C -3.153 -1.040 3.176
N -2.751 0.088 2.638
Sb -3.244 -3.052 2.253
C -3.375 -2.715 0.029
C -4.134 -3.710 -0.615
C -4.077 -3.765 -1.975
C -3.404 -2.805 -2.700
C -2.713 -1.791 -2.001
C -1.910 -0.772 -2.807
N -2.677 -1.796 -0.672
C -1.111 -3.338 2.255
C -0.520 -3.569 3.523
C 0.811 -3.866 3.583
C 1.513 -3.950 2.399
C 0.868 -3.803 1.193
C 1.469 -4.233 -0.095
N -0.414 -3.509 1.125
H -2.501 3.346 3.566
H -1.322 2.529 2.569
H -2.950 2.881 1.952
H -3.429 2.125 5.315
H -4.028 -0.087 6.280
H -3.897 -2.091 4.987
H -4.673 -4.453 -0.082
H -4.591 -4.526 -2.574
H -3.388 -2.796 -3.744
H -0.880 -0.824 -2.516
H -2.031 -1.090 -3.849
H -2.261 0.271 -2.609
H -1.036 -3.378 4.462
H 1.319 -4.013 4.515
H 2.588 -4.106 2.385
H 1.249 -3.558 -0.917
H 2.594 -4.373 -0.064
H 1.074 -5.197 -0.359
C 4.145 2.398 -3.136
C 4.460 1.999 -1.710
C 5.580 1.303 -1.383
C 5.872 0.962 -0.072
C 4.947 1.244 0.919
C 3.746 1.829 0.575
C 3.479 2.166 -0.712
N 2.232 2.789 -0.992
C 1.026 2.215 -0.732
N 0.090 3.053 -0.231
C -1.341 2.943 -0.488
C -1.973 1.728 -0.233
C -3.300 1.726 -0.541
C -4.000 2.856 -0.915
C -3.334 3.999 -1.247
C -1.945 4.053 -1.136
C -1.129 5.223 -1.688
N 0.820 0.944 -0.846
C 1.520 0.178 -1.786
C 1.277 0.391 -3.176
C 1.823 -0.381 -4.165
C 2.602 -1.509 -3.810
C 2.802 -1.754 -2.463
C 2.278 -0.923 -1.465
C 2.603 -1.265 0.017
H 3.131 2.227 -3.460
H 4.866 1.873 -3.803
H 4.328 3.483 -3.226
H 6.351 0.970 -2.108
H 6.780 0.431 0.161
H 5.124 1.030 1.968
H 3.020 2.078 1.358
H 2.288 3.797 -1.068
H 0.372 4.039 -0.078
H -3.894 0.856 -0.443
H -5.079 2.912 -0.947
H -3.928 4.836 -1.610
H -1.813 6.069 -1.734
H -0.696 4.953 -2.641
H -0.284 5.536 -1.051
H 0.593 1.214 -3.436
H 1.611 -0.243 -5.222
H 3.013 -2.176 -4.596
H 3.411 -2.627 -2.189
H 3.487 -0.674 0.275
H 2.798 -2.329 0.092
H 1.808 -0.976 0.669
Cl 0.672 1.063 2.879
C 0.289 -0.732 2.888
H -0.226 -0.846 3.799
H 1.197 -1.370 2.962
```

The LUMO energy comes out at -2.45 eV. The HOMO-LUMO gap is 7.729 eV. The total energy comes out at -2647.9287 a.u. As for the largest force on an atom: 2.546 eV/A. Its total charge is +1. As for the relative energy (zero: lowest compared OMol25 entry of this formula, charge and spin): 0.0 kcal/mol. Its spin multiplicity is 1.

These are the Mulliken partial charges, in e, on atoms 1 to 8:
1 La 0.7067
2 C -0.9559
3 C 0.9130
4 C -1.2056
5 C -0.4863
6 C -1.0342
7 C 0.4127
8 N 0.5738



(4)
# C5H6O3

The molecule C5H6O3 at a distorted geometry (ωB97M-V/def2-TZVPD, OMol25).

The geometry in XYZ format:
```
14
Properties=species:S:1:pos:R:3
C 1.754 0.972 -1.037
C 0.364 -0.402 0.144
C -0.413 0.312 -0.524
C -1.826 0.114 -0.020
C -0.080 -1.107 1.195
H 2.145 0.885 -2.232
H 2.173 1.651 -0.218
H -2.374 1.020 0.407
H -2.427 -0.451 -0.662
H -0.060 -2.273 1.190
H 0.323 -0.831 2.189
O 1.739 -0.347 -0.197
O -1.586 -0.874 0.995
O 0.267 1.331 -1.229
```

The LUMO energy comes out at 0.84 eV. The HOMO-LUMO gap is 9.178 eV. The total energy comes out at -419.6714 a.u. As for the largest force on an atom: 7.903 eV/A. Its total charge is 0. As for the relative energy (zero: lowest compared OMol25 entry of this formula, charge and spin): 105.4 kcal/mol. As for the SMILES: C1OC2=C(COC2)O1. Its spin multiplicity is 1.

These are the Mulliken partial charges, in e, on atoms 1 to 8:
1 C -0.1492
2 C 0.2696
3 C 0.5317
4 C -0.2960
5 C -0.3094
6 H 0.2390
7 H 0.2565
8 H 0.1933



(5)
# C4H11N3O

The molecule C4H11N3O at a distorted geometry (ωB97M-V/def2-TZVPD, OMol25).

The geometry in XYZ format:
```
19
Properties=species:S:1:pos:R:3
C 1.534 1.438 -0.157
C 0.721 -1.002 -0.134
C -1.185 0.007 0.879
C -2.170 0.660 -0.060
H 2.263 1.826 -0.844
H 0.471 1.491 -0.450
H 1.677 1.795 0.866
H 3.504 -0.351 -1.031
H 3.561 0.099 0.628
H 1.120 -1.973 -0.399
H -0.452 0.757 1.330
H -1.734 -0.509 1.647
H -2.570 1.625 0.410
H -1.580 1.021 -0.919
H -3.042 -1.126 -0.940
N 1.711 -0.002 -0.087
N 3.037 -0.469 -0.056
N -0.473 -0.988 0.213
O -3.319 -0.133 -0.494
```

The LUMO energy comes out at 0.73 eV. The HOMO-LUMO gap is 9.271 eV. The total energy comes out at -398.4055 a.u. As for the largest force on an atom: 4.980 eV/A. Its total charge is 0. As for the relative energy (zero: lowest compared OMol25 entry of this formula, charge and spin): 93.3 kcal/mol. As for the SMILES: CN(N)/C=N\CCO. Its spin multiplicity is 1.

These are the Mulliken partial charges, in e, on atoms 1 to 8:
1 C -0.8217
2 C 0.0843
3 C -0.5698
4 C -0.2393
5 H 0.3685
6 H 0.1489
7 H 0.3171
8 H 0.2457



(6)
# C3H5ClN2

The molecule C3H5ClN2 at a distorted geometry (ωB97M-V/def2-TZVPD, OMol25).

The geometry in XYZ format:
```
11
Properties=species:S:1:pos:R:3
C -1.224 0.348 -0.442
C 0.027 1.101 -0.021
C 0.121 -1.222 0.314
N -1.107 -0.946 -0.273
N 0.785 0.084 0.664
Cl 2.353 0.154 0.059
H -2.019 0.760 -0.989
H 0.627 1.392 -0.831
H -0.110 1.889 0.767
H -0.190 -1.735 1.198
H 0.735 -1.824 -0.446
```

The LUMO energy (alpha / beta) comes out at 1.00 / -2.84 eV. The HOMO-LUMO gap (alpha / beta) is 7.190 / 6.699 eV. The total energy comes out at -686.7716 a.u. As for the largest force on an atom: 7.860 eV/A. Its total charge is 0. As for the relative energy (zero: lowest compared OMol25 entry of this formula, charge and spin): 29.2 kcal/mol. Its spin multiplicity is 3.

These are the Mulliken partial charges, in e, on atoms 1 to 8:
1 C -0.5128
2 C -0.1874
3 C -0.2544
4 N -0.4032
5 N -0.1240
6 Cl -0.1371
7 H 0.4873
8 H 0.2990